(1)
{"formula": "C5H7NO", "method": "ωB97M-V/def2-TZVPD", "symbols": ["H", "N", "H", "H", "C", "H", "H", "H", "C", "C", "H", "O", "C", "C"], "coordinates": [[-3.601, -0.382, -0.027], [0.379, 1.181, 0.346], [3.157, 1.346, -0.304], [-2.369, -0.597, 1.230], [-1.565, -0.071, -0.694], [3.347, -0.384, 0.047], [-2.592, -1.833, -0.013], [-1.629, -0.151, -1.774], [2.633, 0.387, -0.246], [1.541, 0.474, 0.777], [2.230, 0.169, -1.238], [1.616, 0.038, 1.903], [-2.592, -0.754, 0.172], [-0.554, 0.577, -0.180]], "charge": 0, "relative_energy_kcal_mol": 32.66, "homo_lumo_gap_ev": 9.84, "smiles": "CC=C=NC(C)=O"}

(2)
{"formula": "C24H31F5N2O3PdS2Si", "method": "ωB97M-V/def2-TZVPD", "symbols": ["C", "H", "S", "S", "C", "H", "C", "O", "H", "H", "H", "H", "H", "C", "H", "F", "H", "C", "F", "C", "C", "O", "H", "C", "C", "H", "Pd", "C", "H", "H", "C", "C", "C", "F", "H", "H", "C", "C", "C", "H", "H", "H", "N", "H", "C", "C", "H", "H", "H", "H", "Si", "H", "H", "O", "H", "N", "C", "F", "H", "C", "H", "F", "C", "C", "H", "H", "C", "H", "C"], "coordinates": [[5.410, 13.601, 7.140], [8.992, 13.447, 13.207], [12.734, 14.376, 12.149], [10.466, 13.946, 8.690], [15.315, 11.218, 12.138], [6.363, 15.945, 8.451], [6.219, 12.725, 11.233], [7.412, 13.439, 8.506], [13.153, 9.330, 8.776], [8.698, 10.078, 6.440], [9.786, 9.006, 7.340], [11.336, 8.710, 12.746], [8.853, 14.009, 6.441], [12.129, 10.976, 9.799], [5.028, 14.031, 6.227], [13.595, 12.082, 13.586], [6.437, 10.488, 7.408], [8.327, 10.087, 8.454], [15.766, 10.252, 12.959], [7.591, 14.837, 11.276], [13.040, 7.513, 10.747], [8.571, 12.715, 10.663], [8.526, 15.242, 11.793], [11.701, 9.241, 11.887], [15.610, 12.395, 10.024], [6.773, 15.305, 11.797], [11.082, 13.567, 10.929], [14.008, 13.264, 11.663], [6.339, 9.089, 8.501], [8.052, 11.918, 13.013], [8.851, 9.354, 9.640], [11.243, 10.538, 11.870], [6.964, 15.571, 7.651], [16.900, 10.556, 10.588], [8.618, 8.317, 9.602], [12.232, 11.711, 9.023], [14.661, 13.322, 10.405], [8.015, 13.000, 12.866], [12.665, 9.691, 9.706], [8.569, 9.816, 10.695], [4.748, 13.940, 7.978], [10.762, 10.952, 12.723], [11.550, 11.400, 10.885], [9.918, 9.335, 9.548], [6.755, 10.126, 8.433], [14.376, 12.187, 12.453], [8.083, 8.530, 6.935], [5.277, 12.528, 7.020], [5.553, 13.021, 12.124], [6.301, 11.669, 11.356], [8.783, 12.847, 9.020], [7.258, 13.369, 13.543], [7.824, 12.615, 5.972], [9.010, 11.334, 8.373], [6.692, 16.023, 6.700], [13.661, 6.524, 10.605], [7.798, 13.698, 6.191], [14.289, 14.111, 9.420], [7.970, 15.885, 7.874], [15.935, 11.351, 10.876], [5.680, 13.034, 10.299], [16.172, 12.416, 8.836], [8.731, 9.360, 7.218], [12.470, 8.813, 10.827], [7.563, 14.991, 10.206], [7.567, 14.213, 5.269], [6.885, 14.109, 7.383], [6.250, 10.712, 9.161], [7.593, 13.357, 11.492]], "charge": 0, "multiplicity": 3, "homo_lumo_gap_ev": [7.46, 6.70]}

Computed values of electronic energy (unit: eV) for the preceding records, in sequence: -8834.787; -81131.266.